1.
14
Properties=species:S:1:pos:R:3:mulliken_charge:R:1 method="wB97M-V/def2-TZVPD" e_lumo_ev="-0.58 / -0.18" homo_ha="-0.303 / -0.288" relative_energy_kcal_mol=107.4 orbital_gap_ev="7.7 / 7.6" total_charge=0
C 0.313 -2.346 1.880 -0.614
C 0.565 -1.130 1.211 -0.024
C 0.145 -0.280 0.255 0.204
C -0.860 -0.257 -0.875 -0.467
C -0.475 1.228 -1.121 -0.496
C 0.716 1.072 -0.138 -0.647
H -0.578 -2.293 2.543 0.190
H 1.606 -0.866 1.433 0.280
H -0.539 -0.906 -1.701 0.216
H -1.905 -0.489 -0.643 0.305
H -0.206 1.496 -2.146 0.262
H -1.234 1.927 -0.759 0.244
H 0.758 1.796 0.686 0.269
H 1.696 1.048 -0.626 0.276

***

2.
79
Properties=species:S:1:pos:R:3:mulliken_charge:R:1 method="wB97M-V/def2-TZVPD" e_lumo_ev=-0.26 homo_ha=-0.399 relative_energy_kcal_mol=111.4 orbital_gap_ev=10.6 smiles="O=C1OC[C@@H](F)O1.O=C1OC[C@@H](F)O1.O=C1OC[C@@H](F)O1.C[N+](=O)[O-].C[N+](=O)[O-].C[N+](=O)[O-].C[N+](=O)[O-].C[N+](=O)[O-].C[N+](=O)[O-].C[N+](=O)[O-]" total_charge=0
O 2.198 -7.142 2.839 -0.561
C 2.291 -8.342 3.059 0.716
O 3.441 -8.927 3.403 -0.339
C 3.325 -10.378 3.329 -0.351
C 1.805 -10.525 3.596 0.260
F 1.372 -10.603 4.822 -0.247
O 1.322 -9.232 3.100 -0.330
H 3.652 -10.748 2.357 0.294
H 3.868 -10.920 4.103 0.291
H 1.363 -11.339 3.021 0.267
O 0.913 -8.821 -4.198 -0.598
C 1.036 -7.589 -4.446 0.695
O 2.270 -7.054 -4.325 -0.311
C 2.170 -5.659 -4.549 -0.335
C 0.755 -5.473 -5.028 0.312
F 0.545 -5.002 -6.200 -0.263
O 0.229 -6.762 -4.999 -0.289
H 2.482 -5.110 -3.660 0.287
H 2.724 -5.277 -5.406 0.249
H 0.178 -4.934 -4.276 0.253
O -3.699 11.771 -0.973 -0.535
C -2.881 11.010 -0.470 0.693
O -3.043 10.145 0.464 -0.307
C -1.843 9.639 0.938 -0.405
C -0.774 10.356 0.183 0.366
F -0.297 9.362 -0.543 -0.295
O -1.548 11.278 -0.502 -0.342
H -1.711 9.839 2.002 0.248
H -1.744 8.562 0.805 0.266
H 0.033 10.694 0.833 0.312
C -0.996 2.358 9.498 -0.664
N -1.380 1.142 8.754 0.820
O -0.828 1.076 7.667 -0.499
O -2.176 0.382 9.256 -0.510
H -1.430 3.053 8.780 0.287
H 0.093 2.382 9.464 0.265
H -1.455 2.587 10.460 0.301
C -0.262 0.314 -0.200 -0.708
N 0.534 1.309 -0.901 0.840
O 0.317 2.472 -0.566 -0.503
O 1.481 0.885 -1.587 -0.509
H -0.375 0.840 0.747 0.310
H 0.398 -0.542 -0.062 0.297
H -1.148 0.180 -0.820 0.272
C 10.358 0.994 -3.112 -0.563
N 9.097 0.658 -2.512 0.725
O 8.348 -0.161 -3.080 -0.486
O 9.041 0.880 -1.305 -0.470
H 10.550 2.017 -2.787 0.264
H 10.289 0.992 -4.200 0.276
H 11.084 0.244 -2.799 0.253
C -7.490 2.604 6.159 -0.669
N -6.329 3.391 5.615 0.803
O -5.824 2.922 4.574 -0.492
O -6.143 4.462 6.217 -0.500
H -7.720 1.875 5.382 0.307
H -8.122 3.488 6.239 0.298
H -7.180 2.183 7.116 0.252
C -4.459 -0.815 -8.123 -0.646
N -4.035 -1.100 -6.690 0.784
O -4.504 -2.084 -6.077 -0.494
O -3.175 -0.319 -6.269 -0.487
H -4.046 -1.533 -8.831 0.275
H -4.061 0.155 -8.424 0.301
H -5.542 -0.932 -8.073 0.266
C -5.658 -4.515 0.528 -0.642
N -7.051 -4.057 0.800 0.751
O -7.896 -4.965 0.878 -0.474
O -7.231 -2.842 1.063 -0.480
H -4.936 -3.753 0.235 0.287
H -5.705 -5.315 -0.210 0.279
H -5.225 -4.899 1.452 0.279
C 5.343 6.979 -2.900 -0.619
N 6.227 7.175 -3.965 0.786
O 6.076 6.419 -4.926 -0.493
O 7.184 7.961 -3.861 -0.507
H 5.323 7.837 -2.228 0.279
H 5.842 6.151 -2.397 0.275
H 4.369 6.648 -3.260 0.278

***

3.
90
Properties=species:S:1:pos:R:3:mulliken_charge:R:1 method="wB97M-V/def2-TZVPD" e_lumo_ev=0.12 homo_ha=-0.305 orbital_gap_ev=8.4 total_charge=0
C 0.251 2.459 -3.946 -0.428
O -0.810 2.189 -3.021 -0.463
B -0.977 0.869 -2.675 0.715
O -2.156 0.225 -2.922 -0.439
C 0.183 0.080 -1.926 0.290
C 0.510 0.377 -0.638 -0.528
C 1.574 -0.327 0.026 -0.957
C 2.275 -1.282 -0.626 -0.747
C 1.964 -1.620 -1.965 0.571
N 2.542 -2.531 -2.748 -0.678
S 1.780 -2.498 -4.157 0.088
N 0.689 -1.329 -3.884 -0.644
C 0.900 -0.935 -2.633 0.873
H 1.005 1.671 -3.974 0.274
H 0.740 3.380 -3.632 0.106
H -0.139 2.610 -4.951 0.267
H -2.712 0.837 -3.422 0.257
H -0.038 1.163 -0.127 0.448
H 1.793 -0.083 1.050 0.689
H 3.077 -1.792 -0.108 0.499
O 1.961 -1.449 2.868 -0.417
C 3.076 -1.657 3.260 0.860
O 4.091 -0.953 2.726 -0.354
C 5.431 -1.001 3.222 -0.435
C 6.202 -2.171 2.647 -1.007
C 3.369 -2.744 4.267 -1.305
H 5.439 -0.994 4.313 0.377
H 5.889 -0.067 2.900 0.344
H 5.757 -3.125 2.931 0.275
H 7.235 -2.156 2.995 0.380
H 6.198 -2.125 1.558 0.291
H 3.420 -3.699 3.746 0.272
H 2.550 -2.774 4.982 0.312
H 4.285 -2.593 4.834 0.412
O 1.843 5.110 -3.612 -0.622
C 2.681 5.372 -2.793 0.827
O 2.458 5.029 -1.515 -0.354
C 3.438 5.130 -0.480 -0.392
C 3.489 6.522 0.114 -1.022
C 3.931 6.141 -3.155 -1.139
H 4.413 4.795 -0.839 0.365
H 3.124 4.418 0.280 0.344
H 3.779 7.267 -0.627 0.283
H 4.203 6.560 0.937 0.376
H 2.506 6.806 0.489 0.304
H 3.692 7.203 -3.182 0.291
H 4.248 5.823 -4.145 0.317
H 4.767 5.976 -2.481 0.349
O -0.607 -6.556 1.627 -0.597
C -0.979 -5.424 1.776 0.686
O -0.821 -4.837 2.979 -0.406
C -1.102 -3.451 3.194 -0.122
C -2.568 -3.218 3.498 -0.964
C -1.682 -4.663 0.678 -0.618
H -0.746 -2.853 2.355 0.299
H -0.503 -3.160 4.055 0.207
H -3.206 -3.517 2.666 0.193
H -2.750 -2.164 3.709 0.350
H -2.871 -3.807 4.364 0.310
H -2.734 -4.942 0.661 0.158
H -1.226 -4.936 -0.271 0.336
H -1.600 -3.583 0.768 0.161
O -5.366 -3.564 -0.113 -0.558
C -5.212 -3.807 -1.279 0.906
O -4.077 -4.409 -1.672 -0.342
C -3.849 -4.901 -2.995 -0.492
C -3.357 -3.809 -3.923 -0.864
C -6.225 -3.380 -2.316 -1.135
H -4.738 -5.405 -3.378 0.344
H -3.079 -5.664 -2.888 0.361
H -4.095 -3.015 -4.037 0.243
H -3.137 -4.218 -4.909 0.389
H -2.452 -3.352 -3.523 0.239
H -6.055 -2.333 -2.559 0.237
H -7.217 -3.489 -1.884 0.329
H -6.204 -3.970 -3.229 0.356
O -0.329 2.570 1.221 -0.625
C -1.381 3.137 1.350 0.699
O -1.424 4.275 2.063 -0.377
C -2.580 5.112 2.137 -0.433
C -3.551 4.641 3.200 -0.967
C -2.659 2.554 0.794 -0.505
H -3.051 5.207 1.157 0.368
H -2.202 6.100 2.398 0.315
H -3.933 3.644 2.982 0.277
H -4.396 5.325 3.276 0.353
H -3.052 4.590 4.168 0.303
H -3.031 1.801 1.488 0.265
H -2.432 2.078 -0.157 -0.163
H -3.439 3.288 0.606 0.360

***

4.
9
Properties=species:S:1:pos:R:3:mulliken_charge:R:1 method="wB97M-V/def2-TZVPD" e_lumo_ev="-0.15 / -0.15" homo_ha="-0.283 / -0.283" relative_energy_kcal_mol=37.9 orbital_gap_ev="7.5 / 7.6" total_charge=0
N -0.296 -1.754 -0.006 -0.470
N 0.399 1.290 -0.461 -0.496
O -0.384 0.084 1.931 -0.431
S 0.470 -0.844 1.173 0.382
S -0.628 2.000 0.567 -0.044
H 0.434 -2.181 -0.525 0.273
H -1.086 -1.366 -0.555 0.267
H -0.005 0.805 -1.405 0.254
H 1.097 1.967 -0.718 0.264

***

5.
21
Properties=species:S:1:pos:R:3:mulliken_charge:R:1 method="wB97M-V/def2-TZVPD" e_lumo_ev=0.86 homo_ha=-0.332 relative_energy_kcal_mol=51.0 orbital_gap_ev=9.9 smiles="C=C(C)CCC.O" total_charge=0
C -0.935 0.551 -0.236 -1.008
C 0.389 0.667 0.041 0.885
C 0.765 1.227 1.417 -1.061
C 1.310 0.313 -1.010 -0.924
C 2.006 -1.016 -1.043 -0.226
C 1.221 -2.227 -1.651 -1.205
H -1.576 0.943 0.630 0.197
H -1.270 0.461 -1.266 0.292
H 1.307 0.550 2.197 0.248
H 1.332 2.198 1.446 0.266
H -0.221 1.292 1.929 0.278
H 2.148 1.031 -1.026 0.303
H 0.782 0.427 -1.928 0.393
H 2.398 -1.245 -0.045 0.328
H 2.810 -0.837 -1.812 0.263
H 1.798 -3.102 -1.874 0.361
H 0.635 -1.771 -2.412 0.297
H 0.476 -2.460 -0.893 0.312
O -4.819 0.857 2.441 -0.651
H -5.008 1.831 2.264 0.328
H -5.549 0.309 2.831 0.324

***

6.
42
Properties=species:S:1:pos:R:3:mulliken_charge:R:1 method="wB97M-V/def2-TZVPD" e_lumo_ev=0.07 homo_ha=-0.378 relative_energy_kcal_mol=29.9 orbital_gap_ev=10.4 smiles="CCCC(N)=O.O.O.O.O.O.O.O.O.O" total_charge=0
C -1.997 -2.181 -2.804 -1.201
C -0.707 -2.410 -1.999 0.183
C 0.114 -1.164 -1.676 -0.276
C -0.344 -0.564 -0.397 0.490
N 0.586 -0.299 0.583 -0.202
O -1.519 -0.339 -0.080 -0.740
H -2.004 -2.475 -3.855 0.320
H -2.127 -1.118 -3.076 0.360
H -2.950 -2.320 -2.312 0.334
H -1.099 -2.988 -1.167 -0.599
H -0.117 -3.080 -2.625 0.471
H 1.141 -1.537 -1.640 0.120
H 0.109 -0.450 -2.501 0.408
H 1.509 -0.050 0.276 0.205
H 0.082 0.134 1.345 0.208
O -0.446 3.087 0.494 -0.598
H -0.206 2.430 -0.177 0.270
H -1.375 3.195 0.283 0.290
O 3.524 0.399 -0.369 -0.574
H 3.690 1.294 -0.056 0.274
H 4.298 -0.163 -0.271 0.283
O 3.850 -2.401 0.049 -0.679
H 3.883 -2.233 0.999 0.334
H 2.944 -2.108 -0.114 0.325
O 1.566 2.212 -1.402 -0.598
H 2.184 2.787 -0.940 0.300
H 2.096 1.639 -1.965 0.300
O 2.475 2.546 1.488 -0.603
H 2.337 3.440 1.809 0.318
H 1.625 2.113 1.358 0.270
O -0.511 1.370 3.243 -0.614
H -1.343 1.797 3.015 0.336
H 0.171 1.751 3.782 0.279
O -3.159 1.937 2.620 -0.723
H -2.930 2.857 2.468 0.331
H -2.824 1.367 1.918 0.377
O -1.091 -4.436 0.886 -0.643
H -0.483 -3.721 1.126 0.326
H -1.662 -3.853 0.365 0.354
O -3.166 0.782 -1.742 -0.610
H -3.909 0.262 -1.430 0.312
H -2.549 0.800 -0.981 0.283